(i)
{
  "formula": "C5H15NOS",
  "method": "the ωB97M-V functional and the def2-TZVPD basis",
  "multiplicity": 1,
  "charge": 0,
  "e_homo_ha": -0.3197,
  "species": ["C", "N", "C", "C", "S", "C", "C", "H", "H", "H", "H", "H", "H", "H", "H", "H", "H", "H", "H", "H", "H", "H", "O"],
  "positions_angstrom": [[1.010, 1.615, -0.586], [-0.095, 1.541, -1.494], [-0.422, 0.192, -1.942], [-1.224, -0.810, -0.984], [-3.014, -1.039, -1.373], [0.616, 2.192, 0.743], [1.302, 1.262, 1.785], [1.443, 0.542, -0.426], [1.927, 2.124, -1.004], [-0.857, 2.138, -1.157], [0.466, -0.254, -2.419], [-1.171, 0.288, -2.769], [-0.763, -1.824, -0.897], [-1.399, -0.363, 0.029], [-3.045, -0.045, -2.351], [-0.471, 2.197, 1.070], [1.131, 3.183, 0.936], [1.515, 1.905, 2.576], [0.745, 0.427, 2.231], [2.129, 0.682, 1.307], [3.864, -2.361, 3.903], [3.291, -3.724, 3.946], [4.049, -3.223, 4.169]]
}


(ii)
{
  "formula": "C5H15NOS",
  "method": "the ωB97M-V functional and the def2-TZVPD basis",
  "multiplicity": 1,
  "charge": 0,
  "e_homo_ha": -0.3250,
  "species": ["C", "C", "S", "C", "N", "C", "C", "H", "H", "H", "H", "H", "H", "H", "H", "H", "H", "H", "H", "H", "H", "H", "O"],
  "positions_angstrom": [[-1.459, -1.025, 0.000], [-1.411, -0.481, 1.462], [-1.023, -1.831, 2.696], [-0.112, -1.285, -0.649], [0.343, -0.163, -1.508], [0.827, 1.043, -0.881], [-0.121, 2.241, -1.139], [-1.955, -0.209, -0.577], [-2.103, -1.951, -0.081], [-0.676, 0.293, 1.571], [-2.425, -0.119, 1.800], [-0.469, -2.686, 1.734], [0.637, -1.455, 0.341], [-0.205, -2.134, -1.439], [-0.458, 0.088, -2.161], [0.907, 0.961, 0.268], [1.857, 1.402, -1.361], [-0.203, 2.407, -2.219], [-1.120, 1.839, -0.960], [0.167, 3.120, -0.406], [3.065, -0.794, 1.291], [2.921, 0.606, 0.708], [3.015, 0.133, 1.509]]
}


Which of them is the least stable? Correct choice: (i).


(i)
{
  "formula": "C3H4BNO2",
  "method": "the ωB97M-V functional and the def2-TZVPD basis",
  "multiplicity": 1,
  "charge": 0,
  "e_homo_ha": [-0.3490, -0.3635],
  "species": ["B", "C", "C", "C", "N", "O", "O", "H", "H", "H", "H"],
  "positions_angstrom": [[-0.386, 0.622, 0.605], [-0.687, -0.242, -1.837], [1.267, -1.831, -0.328], [-0.115, -0.211, -0.628], [-1.281, -0.253, -2.809], [-1.114, 1.800, 0.479], [0.496, 0.545, 1.666], [1.426, -2.323, -1.179], [1.063, -1.952, 0.655], [-1.042, 2.524, 1.093], [0.373, 1.321, 2.284]]
}


(ii)
{
  "formula": "C3H4BNO2",
  "method": "the ωB97M-V functional and the def2-TZVPD basis",
  "multiplicity": 1,
  "charge": 0,
  "e_homo_ha": -0.3589,
  "species": ["B", "C", "C", "C", "N", "O", "O", "H", "H", "H", "H"],
  "positions_angstrom": [[0.077, 1.054, -0.117], [-2.496, 0.035, -0.604], [-1.439, -0.756, 1.382], [-1.434, 0.041, 0.258], [-3.257, -0.098, -1.454], [1.126, 0.716, 0.582], [0.011, 2.055, -0.947], [-2.344, -1.290, 1.601], [-0.738, -1.043, 2.096], [2.075, 1.069, 0.505], [0.857, 2.425, -1.246]]
}


Which of them is the least stable? Correct choice: (i).


(i)
{
  "formula": "C4H4ClNOS",
  "method": "the ωB97M-V functional and the def2-TZVPD basis",
  "multiplicity": 1,
  "charge": 0,
  "e_homo_ha": -0.2969,
  "species": ["C", "C", "C", "C", "N", "O", "S", "Cl", "H", "H", "H", "H"],
  "positions_angstrom": [[1.434, -0.276, 0.462], [0.889, 2.096, 0.680], [0.484, -1.185, -0.205], [-2.045, -0.138, -0.453], [1.266, 0.983, 0.459], [-1.647, 0.286, -1.491], [-1.191, -1.177, 0.640], [-3.646, 0.213, 0.155], [2.270, -0.680, 1.006], [1.099, 2.986, 0.130], [0.260, -0.892, -1.232], [0.825, -2.215, -0.151]]
}


(ii)
{
  "formula": "C4H4ClNOS",
  "method": "the ωB97M-V functional and the def2-TZVPD basis",
  "multiplicity": 1,
  "charge": 0,
  "e_homo_ha": -0.3328,
  "species": ["C", "C", "C", "C", "H", "H", "H", "H", "N", "O", "S", "Cl"],
  "positions_angstrom": [[1.324, -0.108, 0.000], [1.895, 1.237, -0.028], [-0.016, -0.275, 0.033], [-2.255, 0.636, 0.109], [2.970, 1.254, -0.076], [-0.402, -1.242, 0.043], [-0.484, 1.648, 0.022], [-2.731, 1.632, 0.216], [-0.916, 0.754, 0.046], [1.294, 2.286, -0.057], [-3.195, -0.730, -0.059], [2.478, -1.418, 0.012]]
}


Which of them is the least stable? Correct choice: (i).


(i)
{
  "formula": "C2H9NOS2",
  "method": "the ωB97M-V functional and the def2-TZVPD basis",
  "multiplicity": 1,
  "charge": 0,
  "e_homo_ha": -0.3227,
  "species": ["C", "S", "S", "H", "H", "H", "H", "N", "C", "O", "H", "H", "H", "H", "H"],
  "positions_angstrom": [[2.067, -0.544, 0.177], [2.421, 0.941, -0.850], [0.982, 2.461, -0.571], [1.008, -0.528, 0.479], [2.454, -1.320, -0.448], [2.668, -0.541, 1.078], [0.397, 2.539, -1.808], [-1.357, -0.154, 1.263], [-1.898, -0.382, -0.113], [-0.889, -0.932, -1.061], [-1.730, -0.360, 2.306], [-0.475, -0.593, 1.493], [-2.322, 0.576, -0.466], [-2.699, -1.061, 0.101], [-0.625, -0.102, -1.581]]
}


(ii)
{
  "formula": "C2H9NOS2",
  "method": "the ωB97M-V functional and the def2-TZVPD basis",
  "multiplicity": 1,
  "charge": 0,
  "e_homo_ha": -0.3159,
  "species": ["S", "S", "H", "H", "C", "N", "C", "O", "H", "H", "H", "H", "H", "H", "H"],
  "positions_angstrom": [[-2.070, -0.508, 2.792], [-2.379, 1.275, 1.814], [-2.234, -1.332, 1.730], [-2.370, 2.120, 2.881], [1.053, -0.453, 0.596], [1.414, -0.129, -0.790], [0.296, 0.047, -1.655], [0.694, 0.121, -3.041], [0.528, 0.422, 1.038], [1.965, -0.480, 1.192], [0.503, -1.362, 0.706], [2.030, -0.856, -1.147], [-0.463, -0.789, -1.576], [-0.185, 0.996, -1.361], [1.217, 0.927, -3.177]]
}


(iii)
{
  "formula": "C2H9NOS2",
  "method": "the ωB97M-V functional and the def2-TZVPD basis",
  "multiplicity": 1,
  "charge": 0,
  "e_homo_ha": -0.2897,
  "species": ["C", "S", "S", "H", "H", "H", "H", "N", "C", "O", "H", "H", "H", "H", "H"],
  "positions_angstrom": [[2.721, -1.575, 2.132], [0.972, -1.522, 1.380], [1.272, -1.760, -0.630], [3.563, -2.211, 1.852], [3.226, -0.553, 1.956], [2.352, -1.778, 3.165], [0.190, -0.989, -0.883], [-0.845, 0.827, -1.705], [-1.774, 1.296, -0.643], [-2.678, 2.381, -0.874], [-1.352, 0.451, -2.531], [-0.371, 1.631, -2.089], [-1.266, 1.329, 0.311], [-2.431, 0.423, -0.460], [-3.579, 2.051, -0.980]]
}


Which of them is the least stable? Correct choice: (i).


(i)
{
  "formula": "CHN3OS",
  "method": "the ωB97M-V functional and the def2-TZVPD basis",
  "multiplicity": 1,
  "charge": 0,
  "e_homo_ha": -0.3811,
  "species": ["C", "H", "N", "N", "N", "O", "S"],
  "positions_angstrom": [[-0.011, 0.158, 0.100], [-0.556, 1.473, 1.848], [-0.033, -0.927, 0.832], [0.390, -1.867, 0.007], [0.663, -1.439, -1.128], [0.425, -0.064, -1.131], [-0.620, 1.733, 0.539]]
}


(ii)
{
  "formula": "CHN3OS",
  "method": "the ωB97M-V functional and the def2-TZVPD basis",
  "multiplicity": 1,
  "charge": 0,
  "e_homo_ha": -0.3702,
  "species": ["C", "N", "N", "N", "O", "S", "H"],
  "positions_angstrom": [[0.091, -0.468, -0.769], [0.690, -1.267, -0.034], [0.852, -0.682, 1.267], [0.534, 0.459, 1.426], [-1.512, 1.593, 0.176], [-0.084, 1.229, 0.008], [-0.571, -0.865, -2.074]]
}


Which of them is the least stable? Correct choice: (ii).


(i)
{
  "formula": "C2HNO",
  "method": "the ωB97M-V functional and the def2-TZVPD basis",
  "multiplicity": 1,
  "charge": 0,
  "e_homo_ha": -0.4086,
  "species": ["O", "C", "C", "N", "H"],
  "positions_angstrom": [[1.837, 0.436, 0.071], [0.904, -0.186, 0.353], [-0.967, 0.163, -0.353], [-1.989, 0.475, -0.826], [0.215, -0.887, 0.755]]
}


(ii)
{
  "formula": "C2HNO",
  "method": "the ωB97M-V functional and the def2-TZVPD basis",
  "multiplicity": 1,
  "charge": 0,
  "e_homo_ha": -0.4670,
  "species": ["O", "C", "C", "N", "H"],
  "positions_angstrom": [[1.244, 0.941, -1.384], [1.629, 0.236, -0.586], [-0.912, -0.411, 0.707], [-2.042, -0.175, 0.655], [0.148, -0.598, 0.730]]
}


Which of them is the least stable? Correct choice: (i).